# 1
Formula: C4H6IrO2
Source: OMol25
Level of theory: wB97M-V/def2-TZVPD

Positions of all 13 atoms, in Å:
H 2.89266 0.17321 -0.20622
O 1.82057 -1.60250 1.31468
C 1.28203 -0.46582 0.73484
C 0.10586 -0.47728 0.04168
C -0.58033 0.85945 -0.14665
C -1.87737 0.79073 -0.85963
O -2.36235 -0.26223 -1.28349
Ir -1.08894 -1.77364 -0.83836
H 1.46455 -2.37095 0.85325
H 1.54622 0.39217 1.36946
H 0.01717 1.59390 -0.73359
H -0.79404 1.41143 0.79219
H -2.42602 1.73154 -1.03814

Forces on atoms 1 to 3 (eV/Å):
H 0.51 0.08 -0.29
O -0.27 2.34 -1.65
C -0.48 -2.49 3.46

Computed properties:
**Kohn-Sham gap (alpha / beta)**: 8.143 / 7.083 eV
**F_max**: 0.084 hartree/bohr
**Spin multiplicity**: 5
**⟨S²⟩**: 6.0235
**Total charge**: +1
**LUMO energy (alpha / beta)**: -4.79 / -7.06 eV



# 2
Formula: C2H2O3S
Source: OMol25
Level of theory: wB97M-V/def2-TZVPD

Positions of all 8 atoms, in Å:
C -0.57210 0.65053 1.25225
C 1.15169 -0.18150 1.03714
O 1.78957 -2.79877 1.31412
O -0.76204 1.68752 0.75583
O 0.55576 -1.77790 3.03319
S 1.05481 -1.62555 1.74257
H -1.23170 0.01993 1.82595
H 1.62421 -0.25188 0.10188

Forces on atoms 1 to 3 (eV/Å):
C 3.68 -0.68 -0.83
C -4.08 0.26 1.68
O -0.25 1.20 -0.88

Computed properties:
**Kohn-Sham gap**: 9.809 eV
**F_max**: 0.086 hartree/bohr
**LUMO energy**: -0.65 eV



# 3
Formula: C6H11B3BeCl4F12N
Source: OMol25
Level of theory: wB97M-V/def2-TZVPD

Positions of all 38 atoms, in Å:
Be 0.52536 4.00930 -0.95988
B 0.49816 1.32838 -1.39597
F 1.41753 1.82004 -0.42139
F -0.70097 2.05134 -1.21788
F 0.99385 1.58125 -2.68497
F 0.25357 -0.00473 -1.22136
B -2.26721 -1.87583 0.29783
F -0.92887 -2.25935 0.21913
F -3.12390 -2.48273 -0.63597
F -2.74185 -1.99734 1.59766
F -2.17893 -0.50706 -0.05680
B -4.43205 2.18468 -1.65579
F -4.02194 3.18195 -2.56838
F -3.25922 1.70834 -1.05817
F -5.24960 2.79959 -0.67530
F -5.07030 1.11169 -2.26817
C -1.56285 1.58050 1.84209
C -0.50357 2.57929 1.71719
N 0.30878 3.39811 1.64183
H -1.66469 1.10274 2.81060
H -1.37592 0.84551 1.04872
H -2.50640 2.01801 1.50892
Cl 2.23492 -3.12265 3.48170
C 1.06971 -2.46461 2.32420
C 1.36437 -1.01336 1.97269
Cl 1.08537 0.08218 3.34269
H 0.07526 -2.60705 2.73587
H 1.20190 -3.07057 1.43145
H 0.75271 -0.69194 1.13073
H 2.40449 -0.88320 1.67829
Cl 5.45268 -0.77307 -1.39623
C 3.69173 -0.61949 -1.52130
C 3.03268 -1.88097 -2.03769
Cl 3.33684 -3.35044 -1.05587
H 3.38575 0.21044 -2.16382
H 3.24998 -0.23113 -0.60210
H 3.30025 -2.01430 -3.08565
H 1.95238 -1.74352 -2.09887

Forces on atoms 1 to 3 (eV/Å):
Be -1.22 -4.56 2.16
B -0.22 -2.81 -1.01
F 0.26 1.73 -0.32

Computed properties:
**Kohn-Sham gap**: 2.737 eV
**F_max**: 0.101 hartree/bohr
**Total charge**: -1
**LUMO energy**: -5.18 eV



# 4
Formula: C5H12S
Source: OMol25
Level of theory: wB97M-V/def2-TZVPD

Positions of all 18 atoms, in Å:
C -1.77929 -0.37745 1.51183
C -0.52404 -1.07489 1.99032
S -0.93507 -2.65277 2.85456
H -2.21696 0.46137 2.04735
H -2.58560 -1.08379 1.30991
H -1.65815 -0.00233 0.47133
H -0.02879 -1.51448 1.11863
H 0.20913 -0.43948 2.46508
H -0.41190 -2.32194 4.06682
C 1.67545 1.90745 -1.73282
C 1.11344 0.79699 -2.52002
C 0.15559 -0.05721 -1.99354
H 1.90409 1.62888 -0.69768
H 2.57373 2.25907 -2.24198
H 1.09246 2.83548 -1.64931
H 1.79758 0.30942 -3.22642
H -0.45598 -0.39375 -2.84041
H 0.07432 -0.28057 -0.93365

Forces on atoms 1 to 3 (eV/Å):
C -0.74 0.35 -1.73
C -0.35 -1.07 -0.70
S 0.56 0.74 1.00

Computed properties:
**Kohn-Sham gap (alpha / beta)**: 5.091 / 3.064 eV
**F_max**: 0.063 hartree/bohr
**Spin multiplicity**: 2
**⟨S²⟩**: 0.7546
**Total charge**: +1
**LUMO energy (alpha / beta)**: -6.54 / -8.55 eV



# 5
Formula: C5H5N
Source: OMol25
Level of theory: wB97M-V/def2-TZVPD

Positions of all 11 atoms, in Å:
C -0.18955 1.17478 -0.01669
C -1.25360 0.28723 0.09222
C -0.97858 -1.07594 0.02859
N 0.25577 -1.58125 0.04760
C 1.26842 -0.71465 0.02180
C 1.09967 0.66097 -0.10578
H -0.36208 2.24762 -0.04074
H -2.27504 0.63799 0.20948
H -1.78709 -1.79882 -0.06466
H 2.26625 -1.14312 0.10739
H 1.95585 1.30519 -0.27921

Forces on atoms 1 to 3 (eV/Å):
C 0.04 -0.07 -0.02
C 0.09 -0.02 -0.08
C -0.01 0.01 0.02

Computed properties:
**Kohn-Sham gap**: 10.699 eV
**F_max**: 0.005 hartree/bohr
**Structure (SMILES)**: c1ccncc1
**LUMO energy**: 1.05 eV



# 6
Formula: C5H10Cl10
Source: OMol25
Level of theory: wB97M-V/def2-TZVPD

Positions of all 25 atoms, in Å:
Cl 1.50116 0.26990 5.08336
C 0.23595 -0.63233 4.25309
Cl 0.49185 -2.37037 4.34572
H -0.70238 -0.37210 4.72210
H 0.23507 -0.34988 3.21054
Cl 2.78256 1.39722 -5.13979
C 1.27779 0.50496 -5.32618
Cl 0.24488 0.66718 -3.91987
H 0.74235 0.89866 -6.17607
H 1.51452 -0.54366 -5.43316
Cl -2.06939 2.03856 5.37872
C -2.18930 3.00400 3.91254
Cl -1.31134 2.27895 2.56889
H -3.23061 3.08891 3.63776
H -1.76106 3.97416 4.12202
Cl 1.24046 -4.13117 -3.57022
C 1.29431 -2.81658 -2.36770
Cl 2.50762 -1.59814 -2.76533
H 0.32098 -2.34871 -2.35326
H 1.55465 -3.24128 -1.40989
Cl 0.17698 -0.53421 0.57434
C -0.94942 0.20391 -0.57579
Cl -1.84320 -1.00983 -1.49022
H -1.66638 0.79240 -0.01795
H -0.39805 0.82947 -1.26368

Forces on atoms 1 to 3 (eV/Å):
Cl 0.18 0.13 0.06
C -0.05 0.15 -0.03
Cl -0.03 -0.22 0.02

Computed properties:
**Kohn-Sham gap**: 11.162 eV
**F_max**: 0.011 hartree/bohr
**Structure (SMILES)**: ClCCl.ClCCl.ClCCl.ClCCl.ClCCl
**LUMO energy**: 0.42 eV